No. 1
Below is one molecule with the formula C6H9NO in a non-equilibrium geometry, with properties calculated with the ωB97M-V functional and the def2-TZVPD basis.

Output
orbital gap (alpha / beta)	6.2 / 7.9	eV
lowest unoccupied orbital energy (alpha / beta)	0.92 / -2.19	eV
2S+1	3
F_max	5.08	eV/A

Cartesian coordinates (Å):
C (-1.57812, 0.17959, -0.36540)
C (0.08590, 0.95244, 1.33085)
C (0.79830, 0.26936, 0.07935)
C (-0.41118, -0.61318, -0.01136)
C (1.06709, 1.27407, -0.98493)
C (-0.36181, -2.15473, 0.01392)
N (-1.18792, 0.27522, 1.04987)
O (-2.54213, 0.45270, -1.01345)
H (0.26163, 0.69735, 2.35698)
H (0.02836, 2.00607, 1.15892)
H (1.75287, -0.46626, 0.17340)
H (0.10656, 1.64197, -1.27037)
H (1.37307, 0.82978, -1.98157)
H (1.61928, 2.01902, -0.61605)
H (-1.35272, -2.42450, 0.02237)
H (0.14438, -2.50890, 0.85792)
H (0.19646, -2.43001, -0.80045)

Force components x, y, z for each atom (eV/Å):
2.718 0.845 0.837
0.276 0.141 -2.070
3.149 -2.242 1.710
-1.306 -0.657 1.268
-2.314 -3.371 -3.007
-0.043 3.525 0.734
0.158 -2.585 0.149
-3.351 0.310 -2.154
0.890 -0.226 0.372
0.005 0.942 0.411
-1.874 1.929 0.518
-0.872 0.862 0.000
0.487 0.400 1.341
2.548 2.860 0.934
-2.126 -1.355 -0.246
0.709 -0.361 1.527
0.945 -1.019 -2.325


No. 2
Below is one molecule with the formula C6H9NO2 in a non-equilibrium geometry, with properties calculated with the ωB97M-V functional and the def2-TZVPD basis.

Output
orbital gap	9.6	eV
lowest unoccupied orbital energy	0.49	eV
F_max	3.32	eV/A
SMILES	CN1CC=C(C(=O)O)C1

Cartesian coordinates (Å):
C (2.56973, -0.63376, 0.86175)
C (0.30023, -1.67656, 1.19638)
C (-0.82045, -1.14538, 0.31857)
C (-0.56404, 0.13330, -0.02722)
C (0.60188, 0.79179, 0.76206)
C (-1.21401, 0.73038, -1.18720)
H (2.68965, -0.88132, -0.16788)
H (3.14578, 0.33472, 0.84887)
H (3.16794, -1.39217, 1.39179)
H (-0.13380, -2.05881, 2.10576)
H (0.94902, -2.45212, 0.76248)
H (-1.66838, -1.63324, -0.20612)
H (1.33537, 1.34340, 0.11911)
H (0.09793, 1.47333, 1.43789)
H (0.24118, 2.05622, -1.27390)
N (1.20245, -0.43881, 1.43521)
O (-0.68465, 1.86168, -1.73221)
O (-2.25057, 0.27370, -1.59411)

Force components x, y, z for each atom (eV/Å):
0.665 1.037 1.196
0.293 1.803 -0.249
0.881 0.993 -1.353
1.523 -0.407 0.503
-1.098 -2.465 -0.827
-1.564 0.484 0.252
-0.891 -0.659 -1.332
-0.603 -0.807 0.811
-0.418 0.377 0.210
0.241 -0.056 0.683
-0.581 0.072 -0.177
0.855 -0.112 0.733
-0.405 -0.554 0.652
0.493 0.265 0.519
-2.931 -0.577 -1.437
0.550 0.177 -0.961
2.841 0.077 1.471
0.151 0.352 -0.694


Energy above the lowest of the compared OMol25 structures with the same formula, charge and spin in kcal/mol, matching the order above: 57.4; 45.5